(1)
23
Properties=species:S:1:pos:R:3 method="wB97M-V/def2-TZVPD" e_tot_ev=-12484.0276 lumo_energy_ev=0.9 homo_lumo_gap_ev=7.94 max_force_ev_per_a=1.0 de_lowest_kcal_mol=99.17
C -1.380 -1.122 -1.256
C -2.067 -0.376 -0.278
O -1.187 -0.636 -2.547
H -1.355 0.314 -2.553
H -1.388 -2.204 -1.254
H 0.070 -0.823 -0.631
H -1.108 0.313 0.365
H -2.561 -0.953 0.497
H -2.675 0.461 -0.618
C 0.187 0.843 2.186
C 0.957 -0.160 -0.090
C 0.209 0.835 0.681
N 1.790 -1.095 0.631
N 1.615 0.449 -1.250
O 0.193 2.116 0.149
H 0.703 2.035 -0.685
H 1.831 -0.936 1.627
H 1.546 -2.062 0.456
H 2.609 0.532 -1.065
H 1.480 -0.108 -2.085
H -0.053 -0.141 2.591
H 1.151 1.164 2.598
H -0.564 1.553 2.533

(2)
86
Properties=species:S:1:pos:R:3 method="wB97M-V/def2-TZVPD" e_tot_ev=-39890.9994 smiles=COC[C@H](C)N.COC[C@H](C)N.COC[C@H](C)N.COC[C@H](C)N.CCO.CCO lumo_energy_ev=0.6 homo_lumo_gap_ev=9.33 max_force_ev_per_a=1.8 de_lowest_kcal_mol=15.84
C 1.661 0.214 0.319
O 0.742 -0.110 -0.695
C -0.562 0.360 -0.406
C -1.286 -0.344 0.756
C -1.038 -1.841 0.666
N -2.715 -0.109 0.639
H 1.950 1.271 0.321
H 2.589 -0.332 0.117
H 1.339 -0.135 1.303
H -0.560 1.449 -0.232
H -1.149 0.208 -1.316
H -0.931 0.035 1.715
H -1.762 -2.386 1.279
H -0.059 -2.158 1.035
H -1.151 -2.207 -0.357
H -2.901 0.893 0.592
H -3.055 -0.444 -0.263
C 5.616 -3.218 1.632
O 4.944 -3.745 2.761
C 3.801 -2.990 3.149
C 2.559 -3.852 3.083
C 2.266 -4.282 1.641
N 1.467 -3.131 3.728
H 5.993 -2.211 1.835
H 4.968 -3.199 0.749
H 6.447 -3.888 1.419
H 3.961 -2.745 4.207
H 3.721 -2.039 2.611
H 2.768 -4.738 3.683
H 2.397 -3.470 0.925
H 1.225 -4.618 1.554
H 2.822 -5.179 1.358
H 1.220 -2.283 3.233
H 0.643 -3.712 3.796
C -3.285 -1.888 -2.858
O -3.769 -0.802 -2.081
C -5.028 -0.308 -2.502
C -6.157 -1.012 -1.767
C -7.512 -0.522 -2.256
N -6.065 -0.924 -0.321
H -3.970 -2.733 -2.794
H -2.328 -2.170 -2.420
H -3.066 -1.530 -3.866
H -5.040 0.761 -2.269
H -5.120 -0.470 -3.583
H -6.049 -2.081 -2.001
H -8.333 -1.045 -1.775
H -7.572 -0.507 -3.342
H -7.598 0.534 -1.950
H -6.289 0.020 -0.013
H -5.105 -1.057 -0.006
C 5.692 2.641 -2.980
O 4.363 3.042 -3.158
C 3.482 1.948 -3.243
C 2.082 2.450 -3.526
C 1.558 3.356 -2.418
N 1.220 1.300 -3.761
H 6.120 2.288 -3.929
H 5.790 1.837 -2.240
H 6.262 3.495 -2.618
H 3.790 1.307 -4.087
H 3.522 1.288 -2.360
H 2.168 3.040 -4.443
H 0.575 3.731 -2.706
H 2.222 4.196 -2.214
H 1.446 2.757 -1.510
H 0.366 1.544 -4.244
H 0.954 0.856 -2.888
C -4.603 3.857 -0.188
C -3.626 3.860 0.962
O -3.550 2.599 1.640
H -5.578 3.475 0.121
H -4.250 3.224 -1.007
H -4.761 4.869 -0.563
H -3.975 4.594 1.708
H -2.613 4.201 0.762
H -4.447 2.308 1.831
C 2.382 0.726 4.350
C 3.869 0.649 4.093
O 4.080 1.060 2.739
H 2.052 1.760 4.344
H 2.178 0.263 5.318
H 1.882 0.102 3.612
H 4.233 -0.378 4.210
H 4.455 1.246 4.801
H 5.016 1.177 2.558

(3)
15
Properties=species:S:1:pos:R:3 method="wB97M-V/def2-TZVPD" e_tot_ev=-14613.4673 lumo_energy_ev="1.0 / -1.4" homo_lumo_gap_ev="7.84 / 7.99" s_squared=2.06 max_force_ev_per_a=2.2 de_lowest_kcal_mol=29.05 spin_multiplicity=3
C 1.656 -1.617 0.447
C -2.217 -1.204 -0.561
C 1.764 -0.399 0.017
C 0.036 2.033 0.342
C -0.485 0.749 -0.221
P -1.453 -0.394 0.696
H 2.501 -2.256 0.692
H 0.690 -2.090 0.588
H -2.926 -1.985 -0.355
H -2.075 -0.948 -1.600
H 2.547 0.293 -0.185
H -0.720 2.823 0.273
H 0.905 2.374 -0.219
H 0.315 1.921 1.387
H -0.540 0.700 -1.302

(4)
59
Properties=species:S:1:pos:R:3 method="wB97M-V/def2-TZVPD" e_tot_ev=-32922.6792 smiles="CC(=O)[C@@H](C(c1ccc(N(C)C)cc1)c1ccc(N(C)C)cc1)[n+]1ccccc1" lumo_energy_ev=-3.9 homo_lumo_gap_ev=5.96 total_charge=+1 max_force_ev_per_a=1.7 de_lowest_kcal_mol=23.10
C 2.789 1.116 -2.163
C 1.617 1.927 -1.690
O 1.696 3.142 -1.567
C 0.315 1.198 -1.344
C 0.204 0.960 0.145
C -1.119 0.298 0.569
C -2.336 0.906 0.237
C -3.548 0.255 0.383
C -3.599 -0.958 1.110
N -4.785 -1.629 1.230
C -5.842 -1.530 0.240
C -4.986 -2.671 2.217
C -2.399 -1.433 1.708
C -1.179 -0.839 1.386
C 1.470 0.200 0.580
C 2.469 0.881 1.285
C 3.674 0.259 1.582
C 3.934 -1.030 1.051
N 5.202 -1.571 1.116
C 5.937 -1.592 2.359
C 5.708 -2.420 0.056
C 2.903 -1.740 0.403
C 1.660 -1.140 0.227
N -0.777 2.073 -1.943
C -0.988 3.340 -1.471
C -2.148 4.031 -1.795
C -3.139 3.396 -2.548
C -2.879 2.121 -3.070
C -1.690 1.482 -2.759
H 2.746 0.066 -1.844
H 2.867 1.151 -3.262
H 3.680 1.590 -1.736
H 0.271 0.232 -1.867
H 0.237 1.940 0.642
H -2.346 1.914 -0.141
H -4.447 0.715 -0.029
H -5.770 -0.605 -0.340
H -5.818 -2.381 -0.465
H -6.806 -1.561 0.766
H -4.584 -2.366 3.193
H -6.067 -2.831 2.307
H -4.516 -3.623 1.924
H -2.431 -2.288 2.387
H -0.261 -1.265 1.788
H 2.295 1.915 1.583
H 4.451 0.783 2.147
H 5.631 -0.752 2.994
H 5.755 -2.532 2.907
H 7.010 -1.531 2.143
H 5.534 -1.969 -0.932
H 6.786 -2.532 0.215
H 5.234 -3.412 0.067
H 3.081 -2.767 0.074
H 0.833 -1.714 -0.191
H -0.173 3.778 -0.905
H -2.243 5.057 -1.445
H -4.090 3.889 -2.731
H -3.591 1.588 -3.694
H -1.432 0.479 -3.089

(5)
87
Properties=species:S:1:pos:R:3 method="wB97M-V/def2-TZVPD" e_tot_ev=-319852.9755 lumo_energy_ev=0.1 homo_lumo_gap_ev=8.89 max_force_ev_per_a=1.5
C 0.457 2.993 1.087
C -0.479 2.335 0.112
O -1.647 2.669 0.020
O -0.027 1.295 -0.640
C 1.198 1.466 -1.357
C 1.017 2.173 -2.688
C 0.037 1.451 -3.640
C 0.725 0.641 -4.756
C 0.711 -0.886 -4.483
C 2.089 -1.581 -4.494
C 2.596 -1.972 -3.094
C 1.586 -2.791 -2.288
B 2.117 -3.446 -0.984
O 3.450 -3.463 -0.585
B 3.647 -3.011 0.715
C 5.033 -2.435 1.141
C 5.783 -1.713 0.012
C 5.541 -0.203 -0.017
Cl 3.862 0.233 0.437
O 2.599 -3.057 1.645
B 1.343 -3.186 1.095
P -0.239 -2.229 1.733
N -1.559 -2.682 0.980
O 1.201 -3.944 -0.038
H 1.514 2.848 0.873
H 0.259 4.062 1.056
H 0.274 2.617 2.094
H 1.574 0.458 -1.545
H 1.960 1.970 -0.764
H 0.743 3.222 -2.569
H 2.011 2.169 -3.148
H -0.610 0.804 -3.048
H -0.621 2.204 -4.074
H 1.746 0.989 -4.922
H 0.186 0.829 -5.686
H 0.187 -1.046 -3.544
H 0.091 -1.356 -5.248
H 2.012 -2.496 -5.084
H 2.825 -0.918 -4.951
H 2.887 -1.071 -2.544
H 3.514 -2.551 -3.229
H 0.788 -2.122 -1.943
H 1.066 -3.520 -2.918
H 5.647 -3.281 1.473
H 4.930 -1.795 2.017
H 5.567 -2.134 -0.968
H 6.854 -1.849 0.182
H 6.231 0.337 0.626
H 5.673 0.176 -1.029
H 0.052 -0.865 1.514
H -0.353 -2.412 3.128
H -1.987 -1.902 0.496
C 4.215 4.960 1.704
Cl 4.722 3.823 2.951
Cl 3.771 4.108 0.222
Cl 2.861 5.941 2.259
H 5.048 5.611 1.478
C -4.746 3.124 -0.038
Cl -4.756 2.151 -1.503
Cl -4.480 4.828 -0.417
Cl -6.245 2.917 0.873
H -3.921 2.788 0.576
C -3.776 -3.038 3.783
Cl -2.901 -4.003 4.984
Cl -5.502 -3.394 3.830
Cl -3.478 -1.319 4.057
H -3.388 -3.292 2.801
C -8.578 6.042 2.268
Cl -9.737 4.714 2.315
Cl -9.405 7.598 2.189
Cl -7.492 5.977 3.656
H -7.981 5.932 1.372
C -2.971 -7.582 5.630
Cl -1.469 -8.118 4.872
Cl -4.354 -7.926 4.598
Cl -3.168 -8.323 7.220
H -2.914 -6.511 5.764
C -3.205 -5.510 -0.054
Cl -2.604 -6.552 1.237
Cl -3.589 -6.449 -1.501
Cl -4.610 -4.607 0.509
H -2.433 -4.789 -0.295
C 0.238 7.838 -0.616
Cl 0.381 8.795 -2.090
Cl -1.437 7.379 -0.317
Cl 1.272 6.410 -0.687
H 0.572 8.449 0.212

(6)
30
Properties=species:S:1:pos:R:3 method="wB97M-V/def2-TZVPD" e_tot_ev=-64924.2608 lumo_energy_ev=2.6 homo_lumo_gap_ev=6.65 total_charge=-1 max_force_ev_per_a=1.9
Lu 0.447 0.073 -3.637
Cl 1.252 -1.742 -2.210
C 2.421 1.226 -3.860
C -0.719 -1.234 -5.069
H 2.273 1.557 -4.912
H 2.396 2.027 -3.105
H 3.165 0.425 -3.710
H -0.560 -0.628 -5.983
H -1.732 -1.213 -4.637
H -0.155 -2.177 -4.969
La 0.034 0.020 -0.363
C -1.815 -1.125 0.369
C -0.922 1.138 -2.218
H -2.722 -0.650 -0.020
H -1.717 -2.179 0.130
H -1.648 -0.900 1.460
H -1.942 1.103 -2.683
H -0.584 2.216 -2.138
Te 1.677 1.911 1.395
C 0.714 0.765 2.901
C -0.584 1.119 3.358
C -1.118 0.464 4.475
C -0.386 -0.534 5.133
C 0.899 -0.883 4.681
C 1.458 -0.242 3.571
H -1.127 1.909 2.820
H -2.118 0.730 4.827
H -0.810 -1.038 6.001
H 1.466 -1.655 5.205
H 2.457 -0.482 3.187